Record 1
C42H29ClN3O7PSTi | wB97M-V/def2-TZVPD

Calculated values
2S+1 ... 3
Expectation value of S² ... 2.02
E_LUMO (alpha / beta) ... 0.15059 / 0.15058 hartree
Net charge ... -2
E_HOMO (alpha / beta) ... -0.269 / -3.056 eV

Geometry as XYZ:
```
85
C42H29ClN3O7PSTi, DFT wB97M-V/def2-TZVPD
Ti -1.08 2.27 0.25
O 1.10 2.94 4.45
C 0.35 2.75 3.30
O 0.66 3.35 2.28
C -0.77 1.89 3.45
C -1.19 1.35 4.70
C -2.38 0.68 4.79
C -3.19 0.55 3.63
C -2.71 1.06 2.45
N -1.52 1.66 2.31
C -3.51 0.98 1.17
O -4.65 0.55 1.15
O -2.86 1.41 0.12
H 1.79 3.54 4.15
H -0.56 1.51 5.56
H -2.70 0.28 5.74
H -4.17 0.09 3.64
O -2.28 4.54 -2.42
C -1.74 3.53 -2.80
N -1.03 2.63 -2.05
S -0.42 1.42 -2.95
O 1.02 1.48 -3.06
O -0.99 0.15 -2.58
C -1.11 1.94 -4.49
C -1.03 1.37 -5.74
C -1.68 2.02 -6.78
C -2.37 3.21 -6.56
C -2.43 3.77 -5.29
C -1.79 3.12 -4.26
H -0.49 0.44 -5.90
H -1.64 1.60 -7.78
H -2.87 3.70 -7.39
H -2.97 4.69 -5.09
Cl -2.14 4.87 2.23
C -1.57 4.36 0.57
H -0.73 5.01 0.34
H -2.39 4.64 -0.10
N 8.87 -0.08 0.20
C 7.74 0.15 0.20
C 6.33 0.43 0.19
C 5.41 -0.61 0.32
C 4.06 -0.34 0.32
C 3.58 0.98 0.19
C 4.53 2.01 0.06
C 5.88 1.74 0.06
C 2.19 1.27 0.18
C 1.01 1.58 0.20
H 5.76 -1.63 0.43
H 3.34 -1.14 0.43
H 4.17 3.02 -0.05
H 6.60 2.54 -0.04
C 1.89 -2.56 4.05
C 2.26 -3.11 2.83
C 1.54 -2.81 1.68
C 0.44 -1.96 1.74
C 0.08 -1.40 2.97
C 0.79 -1.71 4.11
P -0.54 -1.41 0.28
C -2.06 -2.42 0.48
C -3.19 -1.96 -0.19
C -4.40 -2.64 -0.08
C -4.48 -3.78 0.69
C -3.36 -4.25 1.36
C -2.16 -3.58 1.26
C 0.34 -2.31 -1.06
C 1.30 -1.60 -1.76
C 2.05 -2.21 -2.76
C 1.82 -3.54 -3.08
C 0.85 -4.26 -2.40
C 0.11 -3.64 -1.39
H 2.47 -2.77 4.94
H 3.12 -3.76 2.77
H 1.83 -3.25 0.73
H -0.76 -0.73 3.03
H 0.50 -1.25 5.05
H -3.13 -1.04 -0.75
H -5.27 -2.24 -0.57
H -5.43 -4.30 0.79
H -3.43 -5.14 1.98
H -1.29 -3.93 1.80
H 1.45 -0.54 -1.54
H 2.79 -1.63 -3.29
H 2.40 -4.02 -3.86
H 0.66 -5.29 -2.65
H -0.66 -4.21 -0.87
```

Record 2
C42H30BaBr5N8O3S2Se2 | wB97M-V/def2-TZVPD

Calculated values
E_LUMO ... 0.02703 hartree
Net charge ... -1
E_HOMO ... -3.070 eV

Geometry as XYZ:
```
93
C42H30BaBr5N8O3S2Se2, DFT wB97M-V/def2-TZVPD
Ba 0.12 0.13 0.49
Se 5.70 0.17 -0.52
Se 3.90 -0.97 0.69
C 3.72 -0.56 2.47
C 4.88 -0.24 3.22
C 4.70 0.23 4.50
C 3.36 0.43 4.92
C 2.29 0.04 4.08
N 2.46 -0.49 2.88
C 4.80 -0.06 -2.14
C 5.54 -0.68 -3.18
C 4.91 -0.88 -4.41
C 3.57 -0.48 -4.53
C 2.96 0.17 -3.46
N 3.55 0.37 -2.28
H 5.86 -0.35 2.74
H 5.54 0.45 5.13
H 3.09 0.91 5.85
H 1.24 0.11 4.41
H 6.57 -0.99 -2.98
H 5.44 -1.37 -5.23
H 3.04 -0.60 -5.47
H 1.94 0.56 -3.57
Br 1.91 -7.24 2.35
C 0.83 -5.61 2.10
C -0.45 -5.41 2.79
Br -1.13 -6.90 3.81
C -1.08 -4.21 2.76
Br -2.83 -3.99 3.53
C -0.45 -3.04 2.11
O -0.82 -1.82 2.31
C 0.71 -3.31 1.23
O 1.18 -2.41 0.48
C 1.36 -4.59 1.36
Br 3.11 -4.78 0.59
S -0.31 4.24 4.33
C -1.63 3.13 4.51
C -1.64 2.10 3.62
C -0.58 2.09 2.68
C 0.21 3.23 2.92
C 1.41 3.52 2.16
C 2.22 4.66 2.42
C 3.41 4.82 1.70
C 3.70 3.88 0.70
C 2.80 2.81 0.49
N 1.67 2.62 1.17
H -2.35 3.29 5.30
H -2.44 1.36 3.60
H 1.95 5.39 3.18
H 4.12 5.63 1.93
H 4.61 3.92 0.09
H 3.00 2.11 -0.35
Br -4.55 2.20 -1.47
C -4.65 0.91 -0.16
C -6.01 0.62 0.22
C -6.24 -0.28 1.24
C -5.10 -0.84 1.88
C -3.81 -0.52 1.45
N -3.61 0.30 0.39
H -6.84 1.07 -0.37
H -7.25 -0.55 1.55
H -5.27 -1.52 2.72
H -2.90 -0.94 1.88
N -3.47 3.93 -4.78
C -2.17 4.34 -4.63
S -1.42 5.59 -5.44
C -1.45 3.49 -3.68
C -0.56 3.93 -2.69
C -0.21 3.10 -1.63
N -0.50 1.78 -1.61
C -1.23 1.29 -2.62
C -1.71 2.08 -3.66
H -4.09 4.62 -5.17
H -3.83 3.40 -4.01
H -0.21 4.97 -2.73
H 0.38 3.50 -0.81
H -1.40 0.21 -2.62
H -2.19 1.60 -4.51
N -4.56 -3.16 -0.90
C -3.83 -3.79 -1.88
O -4.33 -4.56 -2.71
C -2.39 -3.40 -1.92
C -1.51 -4.26 -2.61
C -0.19 -3.87 -2.74
C 0.18 -2.61 -2.22
N -0.67 -1.77 -1.63
C -1.94 -2.18 -1.43
H -5.42 -3.67 -0.70
H -4.06 -2.89 -0.05
H -1.83 -5.23 -2.98
H 0.53 -4.54 -3.20
H 1.22 -2.27 -2.28
H -2.61 -1.46 -0.96
```

Record 3
C42H30ClFeN9OSe | wB97M-V/def2-TZVPD

Calculated values
E_LUMO ... -0.02279 hartree
E_HOMO ... -7.096 eV

Geometry as XYZ:
```
85
C42H30ClFeN9OSe, DFT wB97M-V/def2-TZVPD
Fe -0.34 1.22 0.66
C 2.34 2.06 3.86
C 3.59 2.08 3.25
C 3.65 2.22 1.89
C 2.46 2.28 1.13
N 1.26 2.13 1.71
C 1.22 2.09 3.06
N 2.63 2.57 -0.21
C 1.65 2.57 -1.05
N 0.43 1.98 -0.96
C -0.31 2.32 -2.06
N -1.56 2.15 -2.31
C -2.46 1.48 -1.49
C -3.79 1.55 -1.94
C -4.77 0.83 -1.30
C -4.41 0.03 -0.22
C -3.10 0.03 0.17
N -2.13 0.77 -0.40
C 0.54 3.09 -3.00
C 0.29 3.63 -4.24
C 1.32 4.37 -4.83
C 2.53 4.58 -4.17
C 2.77 4.02 -2.92
C 1.76 3.26 -2.36
H 2.22 2.01 4.94
H 4.49 2.01 3.84
H 4.59 2.30 1.35
H 0.23 2.09 3.49
H -3.99 2.15 -2.81
H -5.80 0.86 -1.65
H -5.13 -0.59 0.29
H -2.77 -0.63 0.97
H -0.66 3.49 -4.73
H 1.17 4.81 -5.81
H 3.29 5.19 -4.64
H 3.70 4.17 -2.39
Cl -6.07 4.15 4.01
C -4.63 3.76 3.10
C -4.21 4.62 2.07
C -3.09 4.34 1.35
C -2.31 3.16 1.57
O -1.27 2.96 0.88
C -2.78 2.28 2.62
C -2.14 1.06 2.96
N -1.18 0.49 2.30
C -0.66 -0.76 2.70
C -1.18 -1.60 3.65
C -0.53 -2.81 3.98
C 0.64 -3.17 3.38
C 1.19 -2.34 2.37
C 2.39 -2.65 1.68
C 2.81 -1.83 0.68
C 2.03 -0.70 0.34
N 0.93 -0.39 0.97
C 0.51 -1.17 2.00
C -3.92 2.64 3.38
H -4.79 5.51 1.86
H -2.76 5.00 0.56
H -2.54 0.57 3.85
H -2.11 -1.37 4.16
H -0.97 -3.45 4.73
H 1.15 -4.09 3.65
H 2.95 -3.53 1.96
H 3.72 -2.03 0.13
H 2.32 -0.05 -0.48
H -4.23 1.98 4.19
C 1.06 -2.84 -4.09
N 0.91 -3.57 -2.85
C 0.23 -3.11 -1.76
Se -0.66 -1.54 -1.52
N 0.31 -4.11 -0.83
C 1.01 -5.20 -1.32
C 1.32 -6.43 -0.78
C 2.02 -7.32 -1.59
C 2.39 -6.98 -2.90
C 2.08 -5.73 -3.43
C 1.39 -4.85 -2.62
H 0.71 -1.82 -3.93
H 0.46 -3.30 -4.88
H 2.11 -2.83 -4.39
H -0.09 -4.00 0.09
H 1.03 -6.70 0.22
H 2.28 -8.29 -1.21
H 2.92 -7.70 -3.50
H 2.37 -5.46 -4.44
```

Record 4
C42H31ClF6N8O9PS2Ta | wB97M-V/def2-TZVPD

Calculated values
E_LUMO ... -0.27261 hartree
Net charge ... +2
E_HOMO ... -14.080 eV

Geometry as XYZ:
```
101
C42H31ClF6N8O9PS2Ta, DFT wB97M-V/def2-TZVPD
Ta 0.02 0.11 0.14
O 3.43 -1.74 -1.37
C 2.47 -1.52 -0.69
N 1.89 -0.26 -0.55
C 2.67 0.82 -1.13
C 2.64 1.96 -0.17
C 3.60 2.97 -0.18
C 3.57 3.93 0.81
C 2.61 3.82 1.81
C 1.69 2.79 1.75
N 1.67 1.89 0.75
C 1.84 -2.56 0.17
C 2.27 -3.87 0.12
C 1.76 -4.77 1.05
C 0.85 -4.30 1.99
C 0.46 -2.98 1.94
N 0.93 -2.11 1.05
H 3.69 0.48 -1.32
H 2.25 1.13 -2.09
H 4.36 2.97 -0.95
H 4.30 4.72 0.83
H 2.58 4.51 2.64
H 0.96 2.67 2.53
H 3.01 -4.15 -0.61
H 2.06 -5.81 1.04
H 0.44 -4.96 2.74
H -0.27 -2.60 2.66
O -2.72 3.67 -4.24
C -2.00 2.83 -4.98
O -2.11 2.77 -6.16
C -1.02 1.94 -4.27
C -0.21 1.01 -4.91
Cl -0.02 0.67 -6.55
N 0.48 0.32 -3.97
N 0.17 0.74 -2.74
C -0.72 1.71 -2.91
C -1.31 2.23 -1.68
O -2.17 3.05 -1.57
O -0.75 1.65 -0.56
C 1.41 -0.76 -4.16
C 2.62 -0.51 -4.78
C 3.50 -1.57 -4.95
C 3.16 -2.84 -4.51
C 1.94 -3.07 -3.90
C 1.05 -2.02 -3.71
H -2.58 3.56 -3.28
H 2.87 0.48 -5.13
H 4.46 -1.39 -5.43
H 3.85 -3.66 -4.66
H 1.66 -4.07 -3.58
H 0.08 -2.18 -3.27
N -1.39 0.24 3.46
P -1.74 1.21 2.12
C -3.55 1.31 2.12
C -4.24 1.31 3.33
C -5.61 1.51 3.35
C -6.29 1.75 2.16
C -5.60 1.79 0.96
C -4.23 1.58 0.94
C -1.31 2.89 2.64
C -1.43 3.93 1.71
C -1.17 5.23 2.10
C -0.79 5.50 3.42
C -0.70 4.47 4.34
C -0.96 3.16 3.96
C -0.10 -0.20 3.63
C 0.28 -0.86 4.81
C 1.60 -1.21 4.98
C 2.52 -0.89 3.98
C 2.07 -0.28 2.85
N 0.78 0.05 2.65
H -2.11 -0.14 4.05
H -3.72 1.18 4.28
H -6.14 1.49 4.29
H -7.36 1.91 2.18
H -6.13 2.00 0.04
H -3.70 1.63 -0.01
H -1.74 3.73 0.69
H -1.27 6.03 1.39
H -0.59 6.52 3.72
H -0.43 4.68 5.37
H -0.88 2.36 4.68
H -0.46 -1.06 5.58
H 1.91 -1.71 5.89
H 3.57 -1.12 4.10
H 2.74 -0.04 2.04
F -3.33 -0.78 -0.13
C -3.01 -2.02 0.21
F -4.05 -2.79 0.25
F -2.41 -1.98 1.42
S -1.71 -2.64 -0.97
O -0.73 -1.43 -0.82
O -1.15 -3.80 -0.37
N -2.23 -2.82 -2.37
S -3.21 -1.69 -3.09
O -2.60 -0.39 -3.04
O -4.55 -1.87 -2.65
C -3.04 -2.30 -4.83
F -1.83 -1.97 -5.27
F -3.19 -3.61 -4.87
F -3.96 -1.70 -5.56
```

Record 5
C42H32FeN5P | wB97M-V/def2-TZVPD

Calculated values
2S+1 ... 6
Expectation value of S² ... 8.79
E_LUMO (alpha / beta) ... -0.09459 / -0.11710 hartree
Net charge ... +1
E_HOMO (alpha / beta) ... -8.484 / -10.791 eV

Geometry as XYZ:
```
81
C42H32FeN5P, DFT wB97M-V/def2-TZVPD
Fe -0.14 0.69 0.12
N 0.58 3.33 -1.46
P -0.94 2.67 -1.02
C -1.61 2.16 -2.65
C -1.57 3.01 -3.76
C -2.04 2.57 -4.98
C -2.57 1.29 -5.11
C -2.63 0.45 -4.01
C -2.15 0.88 -2.79
C -1.83 4.24 -0.76
C -1.21 5.31 -0.11
C -1.91 6.48 0.11
C -3.23 6.59 -0.28
C -3.86 5.52 -0.91
C -3.17 4.34 -1.14
C 1.72 2.57 -1.54
C 2.92 3.13 -1.99
C 4.04 2.33 -2.04
C 3.94 0.99 -1.69
C 2.72 0.51 -1.28
N 1.63 1.28 -1.18
H 0.65 4.29 -1.76
H -1.16 4.01 -3.66
H -2.01 3.23 -5.84
H -2.95 0.96 -6.07
H -3.04 -0.55 -4.12
H -2.20 0.23 -1.92
H -0.18 5.22 0.22
H -1.42 7.31 0.60
H -3.78 7.50 -0.10
H -4.90 5.60 -1.21
H -3.66 3.51 -1.63
H 2.95 4.17 -2.28
H 4.99 2.74 -2.37
H 4.80 0.34 -1.74
H 2.58 -0.53 -1.02
N -4.51 -8.11 -4.96
C -4.13 -7.29 -4.25
C -3.65 -6.25 -3.40
C -2.66 -5.38 -3.87
C -2.19 -4.36 -3.07
C -2.70 -4.19 -1.78
C -3.67 -5.06 -1.31
C -4.15 -6.08 -2.11
N -2.24 -3.12 -0.98
C -2.88 -2.59 0.12
C -2.15 -1.52 0.52
N -1.06 -1.38 -0.32
C -1.14 -2.35 -1.19
H -2.27 -5.52 -4.87
H -1.44 -3.69 -3.46
H -4.06 -4.96 -0.30
H -4.92 -6.74 -1.75
H -3.79 -2.99 0.52
H -2.31 -0.86 1.35
H -0.41 -2.55 -1.96
C 0.59 0.58 1.95
C 1.40 0.14 2.76
C 2.34 -0.37 3.68
C 3.64 -0.78 3.13
C 3.71 -1.48 1.92
C 4.93 -1.87 1.40
C 6.11 -1.54 2.05
C 6.06 -0.83 3.24
C 4.84 -0.46 3.78
C 1.99 -0.59 5.05
C 0.87 0.04 5.63
C 0.49 -0.24 6.93
C 1.20 -1.17 7.68
C 2.30 -1.80 7.13
C 2.70 -1.52 5.84
H 2.78 -1.76 1.44
H 4.96 -2.46 0.49
H 7.06 -1.83 1.63
H 6.98 -0.57 3.75
H 4.80 0.11 4.70
H 0.31 0.76 5.04
H -0.37 0.26 7.35
H 0.88 -1.40 8.69
H 2.85 -2.54 7.71
H 3.54 -2.04 5.41
```